Version a
# C31H33Br4Cl2N6O7P2W

A molecular structure, C31H33Br4Cl2N6O7P2W (ωB97M-V/def2-TZVPD, the Open Molecules 2025 dataset).

Results
LUMO	-2.94	eV
charge	+1
highest occupied orbital energy	-9.4	eV
Kohn-Sham gap	6.49	eV

Cartesian coordinates (Å):
W -0.2988 0.2284 -0.0309
C -4.0335 -3.9556 3.0245
N -3.2412 -2.7352 3.0064
C -3.0857 -1.8680 4.0446
C -2.2570 -0.8751 3.5955
N -1.9095 -1.1178 2.3023
C -2.5036 -2.2451 1.9707
P -2.4702 -2.9463 0.3012
C -2.9155 -1.4679 -0.6681
N -2.3888 -0.2451 -0.6049
C -3.1916 0.5743 -1.3486
C -4.2067 -0.1574 -1.8764
N -4.0280 -1.4377 -1.4365
C -4.8979 -2.5613 -1.7597
C -0.6870 -2.9710 -0.0849
N 0.0584 -1.9353 -0.4549
C 1.1822 -2.4488 -1.0339
C 1.1308 -3.8065 -0.9937
N -0.0552 -4.1271 -0.4019
C -0.5089 -5.4758 -0.0938
H -4.3534 -4.1460 4.0446
H -3.4390 -4.8006 2.6836
H -4.9152 -3.8543 2.3931
H -3.5565 -2.0338 4.9989
H -1.9086 -0.0074 4.1314
H -3.0057 1.6298 -1.4241
H -5.0370 0.1198 -2.5027
H -5.7577 -2.1799 -2.3021
H -5.2412 -3.0501 -0.8517
H -4.3729 -3.2822 -2.3827
H 1.9395 -1.8151 -1.4562
H 1.8298 -4.5579 -1.3187
H 0.1483 -6.1813 -0.5930
H -1.5255 -5.6214 -0.4531
H -0.4717 -5.6543 0.9789
Cl -1.3627 4.5826 -6.1087
C -1.1179 3.7537 -4.6114
C -1.0631 4.5163 -3.4256
C -0.8717 3.9114 -2.2149
Cl -0.7976 4.8166 -0.7547
C -0.7312 2.5026 -2.1324
O -0.5990 1.9327 -0.9982
C -0.7652 1.7585 -3.3350
C -0.4877 0.3789 -3.2720
O -0.1688 -0.2548 -2.2530
C -0.9713 2.4006 -4.5793
H -1.1747 5.5907 -3.4780
H -0.5124 -0.1849 -4.2122
H -0.9920 1.8180 -5.4920
Br 2.3047 0.6497 6.4601
C 1.3199 0.9655 4.8876
C 0.4722 2.0774 4.7932
Br 0.3343 3.2926 6.2229
C -0.2736 2.2988 3.6362
Br -1.4592 3.7400 3.4243
C -0.1408 1.4200 2.5722
O -0.8238 1.4633 1.4443
C 0.7329 0.3387 2.6528
O 0.7624 -0.3936 1.5340
C 1.4443 0.0865 3.8097
Br 2.4824 -1.4797 3.8893
C 4.6333 -1.3116 -0.7150
C 3.8015 -1.0623 0.5245
O 3.3660 0.3045 0.6168
P 2.2090 1.0177 -0.2066
O 3.1000 1.4367 -1.4787
C 2.5988 2.0976 -2.6487
C 3.6452 1.9993 -3.7335
O 2.0028 2.3547 0.6284
C 3.0847 3.2136 1.0703
C 2.8488 3.5654 2.5181
H 4.9663 -2.3510 -0.7298
H 5.5130 -0.6688 -0.7192
H 4.0772 -1.1127 -1.6330
H 4.3979 -1.2172 1.4208
H 2.9320 -1.7129 0.5952
H 2.3837 3.1409 -2.4009
H 1.6729 1.6254 -2.9587
H 4.6124 2.3278 -3.3539
H 3.3712 2.6375 -4.5745
H 3.7439 0.9745 -4.0925
H 3.0645 4.0981 0.4327
H 4.0354 2.7005 0.9312
H 1.8687 4.0295 2.6432
H 3.6103 4.2677 2.8586
H 2.8950 2.6718 3.1429

Version b
# C31H33Br4Cl2N6O7P2W

A molecular structure, C31H33Br4Cl2N6O7P2W (ωB97M-V/def2-TZVPD, the Open Molecules 2025 dataset).

Results
LUMO (spin up / spin down)	-2.75 / -2.74	eV
charge	+1
highest occupied orbital energy (spin up / spin down)	-9.1 / -9.1	eV
Kohn-Sham gap (spin up / spin down)	6.36 / 6.37	eV

Cartesian coordinates (Å):
W -0.4886 0.7905 -0.5938
C -3.0952 3.9472 3.3901
N -2.8164 3.3475 2.0913
C -3.4278 3.6698 0.9138
C -2.8658 2.8832 -0.0502
N -1.9239 2.0822 0.5334
C -1.9031 2.3867 1.8236
P -0.9341 1.4875 3.0609
C 0.6901 1.6090 2.2667
N 0.9342 1.2953 1.0062
C 2.2591 1.5354 0.7741
C 2.8256 1.9890 1.9264
N 1.8256 2.0303 2.8648
C 1.9663 2.5142 4.2335
C -1.3811 -0.1445 2.4161
N -1.3566 -0.4994 1.1331
C -1.9206 -1.7497 1.0686
C -2.3039 -2.1304 2.3160
N -1.9550 -1.1144 3.1638
C -2.1862 -1.1247 4.6011
H -3.8925 4.6739 3.2668
H -2.2125 4.4563 3.7715
H -3.4168 3.1897 4.1016
H -4.1996 4.4172 0.8569
H -3.0843 2.8265 -1.1003
H 2.6896 1.3929 -0.2019
H 3.8335 2.2896 2.1534
H 3.0245 2.5731 4.4710
H 1.4879 1.8267 4.9268
H 1.5261 3.5041 4.3373
H -2.0084 -2.2784 0.1405
H -2.7799 -3.0302 2.6657
H -1.7730 -2.0375 5.0254
H -3.2536 -1.0821 4.8095
H -1.6983 -0.2690 5.0585
Cl -1.4343 -2.8394 -6.9357
C -1.3564 -2.2562 -5.3080
C -2.3346 -2.6605 -4.3883
C -2.2940 -2.2115 -3.0943
Cl -3.5203 -2.7386 -1.9865
C -1.3002 -1.3133 -2.6417
O -1.3228 -0.9064 -1.4069
C -0.3183 -0.9351 -3.5857
C 0.7692 -0.0913 -3.2335
O 0.9332 0.5015 -2.1475
C -0.3576 -1.4183 -4.9108
H -3.1278 -3.3270 -4.6982
H 1.5498 0.0536 -3.9873
H 0.4060 -1.1030 -5.6109
Br 0.9363 6.2950 -4.6204
C 0.1085 4.7686 -3.8960
C -0.8867 4.0916 -4.6039
Br -1.4142 4.6796 -6.3115
C -1.4970 2.9637 -4.0506
Br -2.8193 1.9567 -4.9353
C -1.1156 2.5260 -2.7929
O -1.6156 1.4803 -2.1459
C -0.1046 3.1899 -2.1005
O 0.2310 2.6056 -0.9508
C 0.5053 4.3075 -2.6385
Br 1.8703 5.1160 -1.6217
C 1.2561 -2.7755 3.1841
C 2.0259 -1.7607 2.3668
O 2.2590 -2.2385 1.0357
P 1.3285 -1.7320 -0.2007
O 2.4238 -1.7999 -1.3788
C 3.8262 -2.1106 -1.2644
C 4.6259 -0.9086 -0.8157
O 0.4012 -2.9928 -0.5296
C 0.9165 -4.3197 -0.7818
C 0.4525 -5.2624 0.3032
H 1.1086 -2.3976 4.1987
H 1.8040 -3.7153 3.2499
H 0.2816 -2.9735 2.7337
H 3.0078 -1.5731 2.8027
H 1.4847 -0.8119 2.3241
H 4.1230 -2.4245 -2.2641
H 3.9626 -2.9489 -0.5825
H 4.4504 -0.0629 -1.4821
H 5.6904 -1.1445 -0.8310
H 4.3534 -0.6241 0.2021
H 2.0044 -4.2899 -0.8474
H 0.5270 -4.6144 -1.7559
H 0.8704 -4.9755 1.2678
H 0.7763 -6.2782 0.0733
H -0.6356 -5.2572 0.3730

Energies relative to the most stable structure, in kJ/mol: version a 28.2; version b 0.0.

Version a
# C35H54BCaN9O7

A molecular structure, C35H54BCaN9O7 (ωB97M-V/def2-TZVPD, the Open Molecules 2025 dataset).

Results
LUMO	4.27	eV
charge	-2
highest occupied orbital energy	-3.1	eV
Kohn-Sham gap	7.38	eV

Cartesian coordinates (Å):
Ca -0.3958 0.6263 -0.6809
O -0.6237 2.9634 -1.3240
C -1.9675 3.2595 -1.6732
C -2.9300 2.7581 -0.6100
N -2.8358 1.3143 -0.3420
C -3.1451 1.0662 1.0621
C -1.9660 1.4690 1.9756
O -2.2312 1.7867 3.1415
O -0.8225 1.3924 1.4348
C -3.6280 0.5335 -1.2836
C -2.9250 0.3775 -2.6491
O -3.6276 0.2889 -3.6572
O -1.6546 0.3042 -2.5836
H -0.3551 3.6122 -0.5968
H -2.1632 2.8079 -2.6463
H -2.1001 4.3431 -1.7569
H -3.9621 3.0218 -0.8927
H -2.7032 3.2989 0.3083
H -3.2974 -0.0043 1.2075
H -4.0555 1.5818 1.3956
H -4.6336 0.9488 -1.4338
H -3.7428 -0.4821 -0.8883
C 4.8950 -0.3270 1.3030
C 3.9617 0.1353 0.2325
C 4.2240 1.0324 -0.7763
C 3.0189 1.1494 -1.4897
N 2.0930 0.3804 -0.9387
N 2.6726 -0.2540 0.1201
B 2.0135 -1.5385 0.6973
N 0.7538 -1.2767 1.5656
N -0.2997 -2.1394 1.4895
C -1.0136 -1.9501 2.5851
C -0.4335 -0.9550 3.3975
C 0.6900 -0.5576 2.7109
C 1.6855 0.4967 3.0490
C -2.2196 -2.8213 2.8621
C -2.8899 -3.2400 1.5509
C -1.7444 -4.0895 3.5862
C -3.2125 -2.0741 3.7556
N 1.6104 -2.4675 -0.4588
N 0.5987 -2.1630 -1.3087
C 0.4513 -3.2136 -2.1048
C 1.3767 -4.2198 -1.7634
C 2.0924 -3.6998 -0.7063
C 3.2051 -4.3329 0.0646
C -0.6016 -3.2670 -3.1890
C -0.3535 -2.1598 -4.2197
C -1.9853 -3.1038 -2.5521
C -0.5489 -4.6221 -3.8998
C 2.8006 1.9163 -2.7741
C 3.9030 1.4979 -3.7596
C 1.4467 1.5847 -3.3992
C 2.8989 3.4222 -2.5064
H 5.9201 -0.1042 1.0056
H 4.6971 0.1919 2.2440
H 4.8053 -1.3958 1.4903
H 5.1543 1.5474 -0.9520
H 2.8528 -2.0878 1.3677
H -0.8221 -0.5028 4.2945
H 1.3620 1.0232 3.9463
H 2.6748 0.0643 3.2290
H 1.7632 1.2270 2.2419
H -2.1679 -3.7194 0.8908
H -3.7115 -3.9347 1.7535
H -3.2974 -2.3806 1.0182
H -1.0487 -4.6434 2.9532
H -1.2287 -3.8304 4.5139
H -2.5933 -4.7377 3.8286
H -3.5083 -1.1208 3.3152
H -4.1073 -2.6832 3.9166
H -2.7713 -1.8559 4.7306
H 1.5136 -5.1873 -2.2168
H 3.4279 -5.3095 -0.3675
H 4.1125 -3.7270 0.0353
H 2.9380 -4.4696 1.1134
H -0.4618 -1.1748 -3.7680
H 0.6499 -2.2587 -4.6442
H -1.0854 -2.2304 -5.0302
H -2.0180 -2.1933 -1.9593
H -2.7597 -3.0399 -3.3212
H -2.2022 -3.9505 -1.8949
H 0.4159 -4.7754 -4.3899
H -0.7154 -5.4458 -3.2011
H -1.3282 -4.6610 -4.6652
H 3.8414 0.4285 -3.9751
H 3.7881 2.0482 -4.6980
H 4.8967 1.7079 -3.3585
H 1.3032 0.5064 -3.4969
H 0.6250 2.0060 -2.8226
H 1.3898 2.0257 -4.3986
H 3.8893 3.6833 -2.1234
H 2.7305 3.9767 -3.4354
H 2.1684 3.7269 -1.7572
C -2.0998 4.9774 3.7751
N -0.9273 4.7813 2.9452
C 0.2026 4.2572 3.5003
C 1.2531 3.8890 2.7583
C 1.1227 3.9359 1.3039
O 2.0014 3.4656 0.5673
N -0.0066 4.4977 0.7814
C -1.0322 4.9183 1.5462
O -2.0714 5.4083 1.0848
H -1.8369 5.5644 4.6598
H -2.5113 4.0100 4.0710
H -2.8347 5.5173 3.1860
H 0.1810 4.1568 4.5793
H 2.1434 3.4662 3.1981

Version b
# C35H54BCaN9O7

A molecular structure, C35H54BCaN9O7 (ωB97M-V/def2-TZVPD, the Open Molecules 2025 dataset).

Results
LUMO	4.25	eV
charge	-2
highest occupied orbital energy	-3.1	eV
Kohn-Sham gap	7.34	eV

Cartesian coordinates (Å):
Ca 0.9294 0.3050 -0.5529
O 3.0686 1.4907 -0.5679
C 3.0477 2.3834 -1.6826
C 1.7997 3.2534 -1.6799
N 0.5396 2.4988 -1.6171
C -0.4517 3.1297 -0.7455
C -0.3480 2.7932 0.7687
O -0.8421 3.6243 1.5381
O 0.1682 1.6709 1.0692
C 0.0607 2.0995 -2.9374
C 0.9358 1.0009 -3.5954
O 1.2253 1.1237 -4.7857
O 1.2555 0.0448 -2.8104
H 3.1668 2.0663 0.2468
H 3.1288 1.7765 -2.5830
H 3.9218 3.0404 -1.6364
H 1.8046 3.8846 -2.5821
H 1.8554 3.9202 -0.8172
H -1.4352 2.7645 -1.0505
H -0.4496 4.2198 -0.8464
H -0.0032 2.9509 -3.6262
H -0.9383 1.6672 -2.8252
C 0.3810 -2.3654 4.1967
C 1.0430 -2.2058 2.8678
C 2.3778 -2.4184 2.6122
C 2.5353 -2.1407 1.2492
N 1.3739 -1.8046 0.7118
N 0.4375 -1.8247 1.7128
B -1.1012 -1.8231 1.3948
N -1.8157 -0.4386 1.2056
N -2.4193 -0.1162 0.0228
C -3.2322 0.8971 0.2819
C -3.1576 1.2652 1.6368
C -2.2316 0.4052 2.1765
C -1.6633 0.4045 3.5490
C -4.2158 1.4119 -0.7469
C -3.7633 1.0596 -2.1627
C -5.5682 0.7323 -0.4721
C -4.4122 2.9280 -0.6125
N -1.3425 -2.6700 0.1421
N -0.8522 -2.2750 -1.0610
C -1.2475 -3.1794 -1.9426
C -2.0159 -4.1792 -1.3060
C -2.0532 -3.8071 0.0218
C -2.7252 -4.4714 1.1785
C -0.8756 -3.0577 -3.4060
C 0.6470 -3.0945 -3.5629
C -1.4163 -1.7400 -3.9658
C -1.4961 -4.2144 -4.1910
C 3.7986 -2.2577 0.4275
C 4.2575 -3.7227 0.4849
C 3.5558 -1.8798 -1.0303
C 4.8811 -1.3520 1.0233
H 1.0590 -2.9050 4.8591
H 0.1688 -1.4007 4.6566
H -0.5542 -2.9211 4.1315
H 3.1361 -2.6900 3.3288
H -1.6061 -2.3488 2.3582
H -3.6490 2.0811 2.1432
H -2.2701 1.0338 4.2007
H -1.6276 -0.6002 3.9677
H -0.6489 0.8162 3.5235
H -3.3678 0.0456 -2.2058
H -4.6068 1.1492 -2.8552
H -2.9787 1.7380 -2.5115
H -5.4880 -0.3480 -0.6205
H -5.8908 0.9118 0.5560
H -6.3357 1.1191 -1.1529
H -3.4663 3.4642 -0.5948
H -5.0131 3.3053 -1.4472
H -4.9382 3.1713 0.3148
H -2.4842 -5.0446 -1.7482
H -3.2527 -5.3609 0.8316
H -2.0063 -4.7743 1.9441
H -3.4463 -3.8070 1.6597
H 1.1019 -2.2370 -3.0702
H 1.0568 -4.0173 -3.1391
H 0.9192 -3.0446 -4.6228
H -0.9998 -0.8995 -3.4161
H -1.1441 -1.6295 -5.0200
H -2.5058 -1.7069 -3.8757
H -1.1250 -5.1815 -3.8384
H -2.5862 -4.2136 -4.1015
H -1.2400 -4.1195 -5.2498
H 3.4735 -4.3886 0.1140
H 5.1512 -3.8634 -0.1323
H 4.5002 -4.0198 1.5088
H 2.7432 -2.4575 -1.4725
H 3.3364 -0.8174 -1.1574
H 4.4679 -2.0664 -1.6063
H 5.1349 -1.6618 2.0413
H 5.7879 -1.4126 0.4108
H 4.5481 -0.3138 1.0739
C 0.9733 5.9096 2.9205
N 1.7909 4.7103 2.9075
C 1.6148 3.7855 3.8970
C 2.1883 2.5779 3.8498
C 2.9325 2.2156 2.6446
O 3.4164 1.0818 2.5164
N 3.0674 3.1505 1.6578
C 2.5318 4.3852 1.7537
O 2.6640 5.2558 0.8797
H 1.2059 6.5229 3.7968
H -0.0820 5.6314 2.9136
H 1.1967 6.4708 2.0199
H 0.9779 4.1048 4.7134
H 2.0455 1.8402 4.6260

Energies relative to the most stable structure, in kJ/mol: version a 0.0; version b 45.2.

Version a
# C2O2S

2 unconnected molecules or ions with the total composition C2O2S (ωB97M-V/def2-TZVPD, the Open Molecules 2025 dataset).

Results
LUMO	-0.51	eV
charge	0
highest occupied orbital energy	-11.3	eV
Kohn-Sham gap	10.83	eV

Cartesian coordinates (Å):
C -0.7861 0.5740 -0.1011
C 1.3212 -1.0129 -0.0980
O -0.6776 0.5090 -1.2603
O -1.1394 0.7593 0.9648
S 2.5524 -1.4006 0.7157

Version b
# C2O2S

2 unconnected molecules or ions with the total composition C2O2S (ωB97M-V/def2-TZVPD, the Open Molecules 2025 dataset).

Results
LUMO	-0.35	eV
charge	0
highest occupied orbital energy	-11.4	eV
Kohn-Sham gap	11.02	eV

Cartesian coordinates (Å):
C 1.2604 0.2146 -0.0527
C -1.2903 -0.0119 0.1416
O 1.4946 1.2117 -0.5754
O 1.2242 -0.8327 0.4283
S -2.6889 -0.5817 0.0582

Energies relative to the most stable structure, in kJ/mol: version a 12.6; version b 0.0.

Version a
# C7H12O3P

A gas-phase ion, C7H12O3P (charge -1) (ωB97M-V/def2-TZVPD, the Open Molecules 2025 dataset).

Results
LUMO	3.63	eV
charge	-1
SMILES	[O-]C1=[PH2][C@](O)(C2CCCC2)O1
highest occupied orbital energy	-2.5	eV
Kohn-Sham gap	6.14	eV

Cartesian coordinates (Å):
C 0.3888 1.0070 -0.7714
C -0.3259 -1.9865 1.0420
C -1.7984 -1.5237 0.8508
C 0.3269 -1.5851 -0.3219
C -1.6792 -0.1541 0.1598
C -0.4272 -0.2353 -0.7794
C 2.4468 1.5620 -0.4557
O 1.6362 0.9325 -1.3887
O -0.2142 2.0032 -1.5621
O 3.6141 1.6664 -0.7424
P 1.1674 1.8059 0.8652
H 0.1501 -1.4473 1.9193
H -0.2259 -3.0794 1.2468
H -2.5237 -2.1376 0.3058
H -2.4052 -1.3963 1.8298
H 1.4295 -1.5178 -0.4159
H 0.1151 -2.2618 -1.1718
H -2.5332 0.0282 -0.3764
H -1.4840 0.4537 1.0449
H -0.6523 -0.4508 -1.8286
H 0.4559 2.6710 -1.5641
H 2.1172 2.8046 1.5067
H 0.4212 2.8412 0.6071

Version b
# C7H12O3P

A gas-phase ion, C7H12O3P (charge -1) (ωB97M-V/def2-TZVPD, the Open Molecules 2025 dataset).

Results
LUMO	3.62	eV
charge	-1
SMILES	CC1=C(C)P(C)(C)([O-])OC1=O
highest occupied orbital energy	-4.9	eV
Kohn-Sham gap	8.54	eV

Cartesian coordinates (Å):
C -1.3564 -0.9887 -0.0280
C -0.1142 -0.6908 -0.3619
C -2.2076 0.2361 0.2860
C -2.1450 -2.1868 -0.4161
C 0.9371 -1.6373 -0.7375
C 0.3679 2.2318 1.2456
C 2.4284 0.8915 -0.0467
O -3.2793 0.1961 0.8553
O -1.6238 1.3258 0.0454
O 0.3694 1.8245 -1.5167
P 0.4658 1.1380 -0.2285
H -2.8444 -1.5908 -0.9350
H -1.6400 -3.0121 -0.9410
H -2.5401 -2.6231 0.5743
H 1.1934 -1.7253 -1.8084
H 0.7486 -2.5604 -0.2374
H 1.8458 -1.2274 -0.2319
H 1.3474 2.8659 1.2886
H -0.3556 2.8869 0.9337
H -0.1088 1.8424 2.1879
H 2.7150 1.9390 0.0760
H 2.8120 0.3926 0.8508
H 2.9844 0.4719 -0.8546

Energies relative to the most stable structure, in kJ/mol: version a 256.9; version b 0.0.